{"formula": "C20H38NO15P2S", "method": "ωB97M-V/def2-TZVPD", "elements": ["C", "C", "N", "P", "C", "S", "C", "P", "O", "O", "O", "H", "H", "H", "H", "H", "H", "H", "H", "H", "H", "H", "H", "H", "H", "C", "C", "C", "O", "C", "O", "O", "H", "H", "H", "H", "H", "H", "C", "C", "C", "O", "C", "O", "O", "H", "H", "H", "H", "H", "H", "C", "C", "C", "O", "C", "O", "O", "H", "H", "H", "H", "H", "H", "C", "C", "C", "O", "C", "O", "O", "H", "H", "H", "H", "H", "H"], "positions_angstrom": [[2.42966, 3.66777, 3.29524], [0.95857, 3.42849, 3.01037], [0.16376, 4.56622, 3.55266], [-1.16224, 5.01078, 2.67682], [-2.39315, 5.74329, 3.72846], [-0.60169, 6.57036, 1.41507], [-1.85346, 3.70882, 1.61180], [-2.61344, 2.26780, 2.40730], [-3.22240, 1.48406, 1.37370], [-1.54314, 1.41216, 3.20195], [-3.67138, 2.78948, 3.46422], [2.56188, 3.94828, 4.32653], [2.95724, 2.74074, 3.13683], [2.82679, 4.42596, 2.63758], [0.84020, 3.31056, 1.94587], [0.69070, 2.53170, 3.54064], [-0.06131, 4.45430, 4.53500], [-3.20506, 6.10929, 3.12221], [-2.72097, 5.04036, 4.47944], [-1.95909, 6.60343, 4.21842], [0.08911, 5.87240, 0.50181], [-2.65063, 4.16949, 1.04611], [-1.09576, 3.38370, 0.91929], [-1.71907, 1.50072, 4.15660], [-4.33699, 2.07468, 3.52767], [-4.66817, -0.83764, -0.37998], [-5.69442, -1.00772, -1.46991], [-5.76823, 0.14033, -2.44613], [-7.13937, 0.08328, -2.87571], [-7.85958, -0.47647, -1.87287], [-9.04440, -0.49156, -1.81693], [-7.03519, -1.01270, -0.93694], [-4.59560, -1.74439, 0.22182], [-3.68818, -0.62526, -0.80355], [-4.94887, -0.02767, 0.29050], [-5.54121, -1.95520, -1.99320], [-5.09269, 0.02824, -3.28692], [-5.59403, 1.10848, -1.96952], [0.70360, -2.03052, -0.95437], [0.00630, -1.83613, -2.27393], [0.65184, -0.82091, -3.18463], [-0.46967, -0.34071, -3.94827], [-1.57534, -0.49493, -3.18484], [-2.63677, -0.01514, -3.42872], [-1.30867, -1.25846, -2.10214], [0.24588, -2.84818, -0.39694], [1.75669, -2.26338, -1.10134], [0.61310, -1.13558, -0.33602], [-0.11719, -2.79362, -2.78687], [1.40564, -1.25170, -3.83638], [1.08323, 0.02015, -2.63641], [4.82274, -1.93984, 4.30314], [4.12552, -1.72307, 2.98371], [4.79247, -0.72089, 2.07048], [3.67842, -0.21552, 1.31494], [2.57348, -0.35024, 2.07967], [1.51631, 0.13724, 1.82476], [2.82638, -1.11328, 3.16325], [4.34679, -2.74487, 4.86083], [5.86815, -2.20222, 4.14515], [4.76773, -1.04186, 4.91921], [3.97342, -2.67615, 2.47260], [5.53159, -1.16543, 1.41044], [5.24691, 0.10926, 2.61675], [2.60022, -4.07051, -6.12970], [3.56811, -4.05313, -4.97297], [3.90369, -5.41240, -4.40351], [4.20684, -5.09902, -3.03318], [3.52357, -3.98348, -2.70896], [3.39068, -3.56488, -1.60332], [2.99910, -3.40104, -3.81532], [2.48668, -3.07263, -6.55171], [2.95395, -4.73715, -6.91514], [1.61376, -4.39751, -5.80008], [4.47556, -3.50868, -5.24461], [4.75644, -5.88128, -4.88580], [3.05465, -6.09882, -4.42202]], "mulliken_charge": [-1.338, -0.147, -0.152, 0.593, -1.168, -0.262, -0.669, 0.518, -0.333, -0.440, -0.563, 0.377, 0.243, 0.351, 0.289, 0.277, 0.360, 0.396, 0.404, 0.442, 0.205, 0.403, 0.544, 0.320, 0.329, -1.249, 0.631, -0.289, -0.365, 0.588, -0.531, -0.390, 0.459, 0.166, 0.303, 0.238, 0.261, 0.217, -1.243, 0.514, -0.198, -0.386, 0.563, -0.491, -0.269, 0.490, 0.316, 0.185, 0.181, 0.108, 0.262, -1.449, 0.531, -0.533, -0.295, 0.692, -0.590, -0.324, 0.357, 0.380, 0.347, 0.266, 0.324, 0.296, -1.416, 0.447, -0.513, -0.340, 0.535, -0.560, -0.171, 0.355, 0.398, 0.342, 0.235, 0.320, 0.315], "charge": 1, "orbital_gap_ev": 8.8, "e_homo_ev": -11.6, "lumo_ev": -2.8, "spin_multiplicity": 1}


{"formula": "C19H33N5O3PbS4", "method": "ωB97M-V/def2-TZVPD", "elements": ["Pb", "C", "C", "S", "C", "C", "S", "C", "C", "S", "C", "C", "S", "H", "H", "H", "H", "H", "H", "H", "H", "H", "H", "H", "H", "H", "H", "H", "H", "N", "N", "C", "N", "N", "N", "O", "O", "H", "H", "H", "H", "H", "C", "C", "C", "C", "C", "C", "C", "O", "C", "C", "C", "H", "H", "H", "H", "H", "H", "H", "H", "H", "H", "H", "H"], "positions_angstrom": [[0.12734, 1.56524, 0.85823], [-2.33493, 2.78512, -1.85124], [-1.37653, 3.96815, -1.91863], [-0.21675, 4.19165, -0.52761], [-1.18239, 5.12710, 0.70132], [-2.41373, 4.44851, 1.29123], [-2.03875, 2.91524, 2.21737], [-3.50686, 1.90342, 1.85241], [-3.26673, 0.45864, 2.27362], [-1.85632, -0.40859, 1.50587], [-2.51040, -0.94390, -0.10965], [-2.86705, 0.12583, -1.13532], [-1.46375, 1.20274, -1.58933], [-2.87025, 2.71346, -2.79865], [-3.06439, 2.89961, -1.05345], [-1.94610, 4.89367, -2.01246], [-0.73475, 3.89120, -2.79607], [-1.47763, 6.06500, 0.23166], [-0.45813, 5.35297, 1.48368], [-3.15363, 4.21092, 0.53060], [-2.87183, 5.13149, 2.00653], [-3.75274, 1.99539, 0.79824], [-4.33392, 2.30210, 2.44084], [-4.15300, -0.14673, 2.08440], [-3.05529, 0.41308, 3.34281], [-3.39124, -1.55091, 0.10038], [-1.73156, -1.60314, -0.49461], [-3.68140, 0.75948, -0.79366], [-3.19641, -0.37579, -2.04546], [1.86820, -0.47737, 2.26049], [1.85798, -0.38865, 3.64893], [1.55982, 0.78086, 4.25414], [1.72735, 0.84073, 5.56725], [1.07498, 1.74678, 3.45164], [0.90696, 3.02671, 3.91239], [0.67033, 3.83358, 3.01897], [0.88091, 3.32764, 5.09633], [1.43146, -1.33450, 1.95065], [2.81180, -0.40663, 1.89750], [2.31730, -1.10098, 4.19559], [2.14423, 0.08458, 6.08469], [1.51442, 1.70828, 6.03384], [3.14138, -6.07532, -3.56733], [2.62671, -4.77409, -3.03128], [2.06628, -4.69451, -1.75869], [1.60638, -3.50366, -1.22923], [1.04456, -3.54831, 0.17022], [1.70155, -2.32493, -2.01567], [1.24318, -1.03231, -1.57538], [0.78232, -0.72404, -0.46781], [2.26545, -2.39453, -3.31955], [2.40543, -1.18564, -4.21645], [2.71586, -3.60992, -3.79172], [2.73058, -6.92322, -3.02280], [4.22954, -6.10897, -3.47202], [2.90653, -6.18330, -4.62598], [1.98490, -5.59830, -1.16460], [0.66493, -4.54581, 0.38517], [0.25411, -2.82369, 0.33500], [1.84269, -3.34930, 0.89394], [1.31035, -0.23674, -2.32987], [3.00462, -0.40003, -3.75373], [1.43509, -0.76177, -4.48254], [2.90079, -1.47048, -5.14134], [3.15012, -3.66308, -4.78380]], "mulliken_charge": [0.803, -0.249, -0.945, -0.044, -0.824, -0.717, 0.044, -0.305, -1.041, 0.097, -0.631, -0.855, 0.004, 0.495, -0.103, 0.488, 0.445, 0.549, 0.383, 0.416, 0.529, -0.087, 0.510, 0.555, 0.471, 0.610, 0.095, 0.482, 0.546, -0.183, -0.330, 0.502, -0.333, -0.160, 0.905, -0.564, -0.705, 0.114, 0.240, 0.190, 0.179, 0.235, -1.555, 0.500, -0.736, 0.916, -1.344, 0.474, -0.284, -0.339, 0.884, -1.783, -0.724, 0.385, 0.316, 0.397, 0.399, 0.486, 0.042, 0.267, 0.343, 0.393, 0.372, 0.389, 0.391], "charge": 2, "orbital_gap_ev": 8.7, "e_homo_ev": -13.8, "de_lowest_kcal_mol": 2.7, "lumo_ev": -5.1, "spin_multiplicity": 1}